Record 1
This record from the Open Molecules 2025 dataset describes a cluster of 2 separate species, C2H6N6O in total in a non-equilibrium geometry. The level of theory is ωB97M-V/def2-TZVPD.

XYZ file:
```
15
Properties=species:S:1:pos:R:3:forces:R:3:nbo_charge:R:1
C 1.011507 -1.205846 -0.171230 -0.19 0.10 4.11 0.53
C 0.448046 0.665673 0.593667 0.98 0.79 1.34 0.42
H 0.183784 -2.695347 -1.532187 4.80 0.70 3.46 0.43
H 1.988407 -3.289101 -0.353162 -2.79 4.17 -1.50 0.46
H -0.025617 3.692153 1.154249 -0.44 -3.64 -2.62 0.49
H -2.094620 0.387982 1.174748 0.92 -1.03 -0.15 0.34
H -1.975406 1.504980 0.069711 -0.45 -3.14 -0.35 0.37
H 0.015052 -0.783624 -1.721968 -0.06 0.58 -2.86 0.36
N 1.312713 -2.373770 -0.751722 0.35 -5.77 -1.49 -0.83
N 1.328849 -0.390588 0.914195 0.06 -2.66 -3.93 -0.50
N 0.598619 1.844732 0.962822 2.67 1.41 2.90 -0.22
N -0.531194 0.260803 -0.206832 -3.94 3.41 -0.56 -0.18
N -1.904927 0.377871 0.156219 -0.46 4.68 -0.02 -0.64
N -0.158836 -0.837297 -0.774730 -0.59 -2.85 0.03 -0.45
O -0.196378 2.841380 0.486221 -0.85 3.25 1.62 -0.58
```
Positions in Å, forces in eV/Å.

Values from the calculation:
calculated total energy = -483.2990 Eh
HOMO = -8.04 eV
HOMO-LUMO gap = 7.9 eV

Record 2
This record from the Open Molecules 2025 dataset describes the molecule C4H6S2 in a non-equilibrium geometry. The level of theory is ωB97M-V/def2-TZVPD.

XYZ file:
```
12
Properties=species:S:1:pos:R:3:forces:R:3:nbo_charge:R:1
C -1.649944 0.151193 -0.427442 0.69 -1.49 0.57 -0.62
C -0.393359 0.363094 0.411012 0.76 -0.96 -0.39 -0.29
C 0.741033 -0.702210 0.191855 0.85 1.11 -0.72 -0.49
C 1.857093 0.348385 -0.059762 -0.07 -0.13 0.37 -0.27
H -2.050374 -0.862989 -0.168017 0.00 0.90 0.33 0.22
H -1.468225 -0.002081 -1.490055 0.22 0.79 -0.12 0.22
H -2.346584 0.923786 -0.179293 -0.73 0.30 -0.34 0.22
H -0.623202 0.391734 1.477804 -0.17 0.25 -0.17 0.22
H 1.026690 -1.273703 1.068590 -0.25 -0.28 0.08 0.24
H 0.625836 -1.366600 -0.692056 -0.12 0.41 0.59 0.24
S 3.474383 0.280238 -0.139573 -0.63 -0.16 -0.15 0.02
S 0.806656 1.749149 0.006940 -0.55 -0.73 -0.05 0.30
```
Positions in Å, forces in eV/Å.

Values from the calculation:
calculated total energy = -952.3554 Eh
SMILES = C[C@H]1CC(=S)S1
HOMO = -8.58 eV
HOMO-LUMO gap = 8.6 eV

Record 3
This record from the Open Molecules 2025 dataset describes a structure of composition C54H137ClN9O17Y in a non-equilibrium geometry. The level of theory is ωB97M-V/def2-TZVPD.

XYZ file:
```
219
Properties=species:S:1:pos:R:3:forces:R:3:mulliken_charge:R:1
Y -1.672999 2.609459 1.509618 2.73 -1.52 -1.83 -1.02
C 1.894241 5.562669 0.710048 -0.81 -0.59 -0.46 -1.65
C 1.394301 4.204479 0.057518 0.35 -1.06 3.35 0.57
C 2.571281 3.102739 0.122378 -1.27 1.63 0.73 -0.94
O 0.174411 3.766449 0.761618 0.81 0.21 -1.32 -0.22
H 1.033351 6.218449 0.840138 -0.19 0.05 -0.30 0.32
H 2.604971 6.088599 0.072578 0.15 -0.07 -0.06 0.38
H 2.304271 5.504389 1.718298 0.22 -0.61 -0.02 0.32
H 1.362751 4.388509 -1.016372 -1.06 0.04 -0.29 -0.01
H 2.878811 2.793629 1.121368 -0.43 0.32 0.28 0.15
H 3.425221 3.684249 -0.225092 0.31 -0.70 -0.84 0.55
H 2.252991 2.189889 -0.381112 0.42 0.23 -0.58 -0.04
C 0.259211 -0.355351 -1.261452 1.24 0.98 0.28 0.41
C -1.054029 -0.446311 -0.550272 -2.28 -0.60 -0.93 1.04
C -1.364709 -1.967011 -0.282142 1.30 1.83 1.09 0.43
O -1.315079 0.476769 0.457618 0.69 0.33 1.13 0.68
H 1.085091 -0.611581 -0.597852 0.32 0.29 0.26 0.31
H 0.323881 0.677639 -1.603282 0.46 0.10 0.35 -0.91
H 0.456691 -0.932891 -2.164532 -0.76 -0.46 -0.04 -0.32
H -1.745359 -0.170951 -1.346722 -0.62 -0.08 -0.58 -1.21
H -2.348429 -2.133891 0.156648 -0.07 -0.20 -0.54 -0.59
H -0.633369 -2.197201 0.492628 0.08 -0.53 0.32 -0.18
H -1.042959 -2.514671 -1.167942 -0.73 -0.27 0.06 -0.26
Cl -6.569129 2.093619 -2.169332 -3.49 -0.94 1.35 1.85
O -6.962429 3.435009 -2.410602 1.17 1.77 -0.66 -0.72
O -7.569789 1.541119 -1.328652 -0.89 -0.62 2.28 -0.78
O -6.651459 1.302169 -3.325852 1.81 -0.56 -2.58 -0.73
O -5.312029 1.991519 -1.479892 1.84 0.37 0.00 -0.69
C -0.440309 0.861169 -5.511092 -0.20 -0.53 -0.58 -0.38
O 0.343951 0.157249 -6.466442 -0.20 -0.28 0.36 -0.71
H -0.259289 1.924639 -5.667182 -0.54 0.21 0.23 0.49
H -1.474539 0.547209 -5.652172 -0.01 0.52 -0.10 0.48
H -0.210099 0.576209 -4.484502 0.16 0.05 0.13 -0.21
H 1.248531 0.353619 -6.211952 0.66 0.02 -0.20 0.38
C -4.752739 -3.508501 1.261128 -0.81 -1.77 -0.77 -0.31
O -5.626689 -3.289991 2.352518 0.12 0.99 0.43 -0.54
H -5.304409 -4.236581 0.666438 0.59 -0.45 -0.48 0.43
H -4.559269 -2.730561 0.522568 -0.03 0.82 0.69 -0.04
H -3.835479 -3.986591 1.604868 0.12 0.29 0.00 0.13
H -6.468749 -3.687401 2.118848 0.03 0.20 0.14 0.34
C -1.817549 2.889589 -3.143522 0.69 0.59 0.58 -1.88
C -2.053539 3.789999 -1.896932 -0.75 -0.51 0.53 1.54
C -3.187969 4.762129 -2.257872 -0.29 -0.11 0.61 -1.58
O -3.622049 5.567969 -1.134942 -0.08 0.31 -0.63 -0.15
C -4.835049 6.346319 -1.332142 0.49 -0.60 0.21 -1.04
N -2.485549 2.860139 -0.702302 0.47 1.47 -2.94 3.20
H -0.949769 2.239809 -3.030162 0.07 -0.12 0.51 0.25
H -1.510839 3.505919 -3.988602 -0.52 0.08 -0.25 0.77
H -2.657699 2.229999 -3.360722 -0.18 0.32 -0.20 0.12
H -1.143639 4.318229 -1.612042 -0.01 -0.03 0.13 -0.36
H -4.042339 4.174249 -2.593362 -0.13 -0.05 -0.19 0.46
H -2.836579 5.395589 -3.072332 -0.07 0.21 -0.06 0.60
H -5.704219 5.742739 -1.070742 -0.06 -0.15 -0.37 0.32
H -4.916249 6.749039 -2.341752 0.06 -0.23 -0.09 0.33
H -4.824779 7.193689 -0.646592 0.34 -0.01 0.08 0.31
H -2.190689 2.012969 -1.166492 -0.09 -0.99 0.82 -1.19
H -3.485829 2.864249 -0.842042 -0.68 -0.33 0.19 -0.39
C -1.743419 -2.236211 -4.254002 -1.21 -1.98 -0.73 -0.96
C -3.213449 -1.680371 -4.256832 0.83 0.51 0.43 -0.05
C -4.311169 -2.361001 -3.336622 1.41 0.05 -1.63 -0.44
O -4.568839 -3.672841 -3.781252 0.06 -0.75 -0.04 -0.43
C -5.651049 -4.258091 -3.098092 -0.44 0.06 0.41 -0.63
N -3.099209 -0.279141 -3.856512 -0.69 0.10 0.32 -0.12
H -0.990949 -1.745841 -4.871592 -0.36 0.84 0.30 0.40
H -1.741179 -3.217661 -4.728192 -0.35 -0.35 -0.21 0.64
H -1.340279 -2.527721 -3.284152 -0.16 0.76 0.39 -0.29
H -3.634799 -1.542151 -5.252552 0.24 -0.97 -0.33 0.46
H -5.253799 -1.822291 -3.433302 0.06 0.57 0.16 0.66
H -3.912249 -2.274511 -2.325942 -0.19 -0.39 0.50 0.08
H -6.546679 -3.637981 -3.135742 0.00 0.53 0.17 0.33
H -5.381389 -4.440981 -2.057932 -0.06 0.05 0.28 0.14
H -6.026719 -5.201231 -3.494922 0.83 -0.13 -0.53 0.30
H -4.071669 -0.058151 -3.696572 -0.28 1.12 0.17 0.03
H -2.664299 -0.224501 -2.946582 0.16 -0.01 0.31 0.14
C -0.933109 3.941649 5.895678 0.05 -0.59 -0.23 -1.26
C -0.743239 3.397499 4.456788 1.00 1.32 0.63 0.87
C 0.273151 2.172589 4.395618 -1.37 1.65 -2.43 -1.51
O 0.188471 1.723879 2.951078 1.32 -0.86 1.82 1.42
C 1.386711 1.015059 2.468528 0.08 0.13 -0.04 -0.71
N -2.050509 3.053509 3.850178 0.19 -0.89 1.12 -0.26
H -1.157649 5.004739 5.982428 -0.41 -0.13 -0.63 0.20
H -0.044959 3.874489 6.523998 -0.02 -0.74 0.07 0.40
H -1.785009 3.344979 6.221798 0.16 0.17 1.10 0.33
H -0.368719 4.276609 3.932398 0.44 -0.46 -0.67 -0.27
H -0.023719 1.463389 5.168278 0.01 -0.64 -0.47 0.38
H 1.299261 2.506469 4.549588 -0.12 0.11 0.18 0.55
H 1.563581 0.003509 2.834018 -0.89 -0.16 0.55 0.20
H 2.324971 1.512779 2.713588 -0.27 0.66 0.27 0.46
H 1.390861 0.911799 1.383438 -0.72 0.40 0.12 -0.41
H -2.408169 2.352709 4.483478 0.01 -1.33 -0.42 0.50
H -2.776539 3.729859 4.038678 0.54 1.28 -0.29 0.24
C -5.985559 0.644179 2.073178 0.69 0.16 0.96 -1.53
C -4.586889 0.923819 2.736458 0.28 -1.08 -1.81 -0.34
C -3.626329 -0.273501 2.937298 -0.74 0.39 -0.68 0.01
O -2.375379 0.192639 3.505178 -0.66 -0.55 0.32 -0.29
C -1.428939 -0.877111 3.609508 0.63 -0.08 -0.88 -0.93
N -4.037409 1.907329 1.728218 -0.02 0.43 1.67 0.15
H -6.616199 0.021349 2.707598 -0.16 -0.16 -0.58 0.36
H -5.893539 0.403729 1.014018 0.26 -1.41 0.15 0.45
H -6.465189 1.593069 1.833028 -0.36 0.40 1.03 0.51
H -4.653969 1.320149 3.749628 -0.26 0.81 -0.22 0.30
H -3.494569 -0.800771 1.992448 0.56 0.19 -0.26 -0.48
H -4.193559 -0.983241 3.539468 0.43 -0.15 0.70 0.83
H -0.999439 -1.030881 2.619568 -0.78 -0.77 -0.53 0.24
H -1.810769 -1.759281 4.123408 -0.43 -0.07 -0.41 0.76
H -0.464509 -0.696701 4.084308 -0.40 1.26 0.96 -0.06
H -4.340569 1.593919 0.817188 0.17 -0.52 -0.49 -0.34
H -4.746779 2.604109 1.905418 0.31 1.14 -0.38 0.17
C 2.185811 1.380189 -3.491062 -0.65 1.18 -0.11 1.43
C 2.349521 2.466879 -4.618682 -0.17 -1.44 2.62 -0.22
C 3.299541 3.579469 -4.136892 -0.69 -0.17 -0.73 -0.89
O 4.615801 3.107499 -3.869122 -0.66 -0.98 -0.95 -0.27
C 5.417831 4.161939 -3.455392 -0.38 1.41 1.32 -0.82
N 2.837511 1.668719 -5.694842 -0.09 0.45 -0.98 -0.50
H 3.157621 1.229529 -3.020982 -0.15 -0.20 0.23 0.37
H 1.776221 0.456309 -3.899462 0.43 0.02 -0.15 -0.72
H 1.416401 1.694729 -2.785962 0.49 0.25 0.40 -0.83
H 1.359951 2.882799 -4.808112 0.18 0.22 -0.24 0.22
H 2.802791 4.067939 -3.298602 0.35 -0.04 0.67 0.20
H 3.332481 4.350989 -4.906172 0.27 0.17 -0.33 0.61
H 6.484951 3.996779 -3.306812 -0.22 -0.83 -0.37 0.30
H 5.003421 4.423269 -2.481702 0.37 0.53 0.43 0.23
H 5.292051 5.048379 -4.077082 0.05 0.04 -0.39 0.38
H 2.793421 2.233349 -6.531112 0.71 -0.12 -0.47 0.28
H 3.783271 1.504209 -5.380852 0.56 -0.36 -0.90 0.29
C -1.838099 7.040889 0.814178 -0.72 1.00 1.19 -2.00
C -1.949499 5.954519 1.916198 0.91 2.15 0.45 1.66
C -2.724509 6.564089 3.113778 0.87 0.35 -0.70 -1.71
O -2.760179 5.687229 4.227528 -0.80 0.06 0.16 -0.07
C -3.690049 6.172539 5.217208 0.54 0.50 -0.46 -1.04
N -2.713809 4.865019 1.378588 -0.85 -0.37 0.16 1.41
H -1.456419 7.963739 1.250928 0.54 -0.01 -0.08 0.48
H -2.868949 7.318579 0.594308 -0.18 -0.02 -0.36 0.56
H -1.353659 6.844779 -0.142362 0.18 -0.56 0.43 0.26
H -0.939739 5.693609 2.233078 -0.04 -0.48 -0.02 -0.42
H -3.700229 6.844959 2.717298 -0.72 -0.42 0.19 0.65
H -2.329359 7.542259 3.387878 0.55 0.02 0.31 0.45
H -3.242669 7.063569 5.657688 -0.36 0.43 -0.11 0.35
H -3.872849 5.524759 6.074578 0.32 -0.68 -0.50 0.30
H -4.626079 6.368859 4.694318 -0.18 0.27 0.35 0.36
H -3.652199 5.111249 1.659478 -0.72 -0.81 0.96 0.40
H -2.928889 5.187929 0.446088 0.64 -0.83 -1.39 -1.06
C 5.764761 -0.712121 -1.241302 -0.23 -1.35 0.70 -1.69
C 5.860841 0.738389 -0.816672 -0.54 -0.55 -1.73 2.01
C 6.254401 1.005669 0.639058 0.25 1.55 -1.00 -1.05
O 5.911181 0.067409 1.585268 -0.85 -1.98 -0.05 -0.28
C 6.086751 0.500309 2.908128 -0.56 0.82 -0.41 -0.77
N 6.739211 1.535109 -1.761622 -0.15 -0.48 1.77 -0.61
H 5.172731 -1.288161 -0.530122 -0.31 0.18 0.32 0.22
H 6.669691 -1.319421 -1.261092 0.50 0.44 -0.29 0.39
H 5.215951 -0.839461 -2.174412 0.29 0.27 -0.25 0.44
H 4.826451 1.037489 -0.985972 -0.02 0.73 0.24 -0.89
H 5.745641 1.942319 0.866958 0.18 0.47 0.21 0.45
H 7.327911 1.194519 0.635808 0.38 0.05 0.22 0.37
H 5.234861 1.077649 3.267368 -0.42 0.47 -0.28 0.20
H 6.919131 1.202349 2.859268 0.53 -0.37 1.01 0.46
H 6.076661 -0.329941 3.614308 0.93 -0.18 -0.34 0.20
H 7.577781 0.974119 -1.808362 0.44 0.15 -0.22 0.29
H 6.393201 1.599959 -2.708282 -0.56 -0.21 0.08 0.30
C 2.777961 -2.816311 3.154508 -0.19 -0.43 -0.23 -0.42
C 2.869011 -3.950411 4.229668 -0.64 1.64 -0.59 1.49
C 2.396651 -3.399571 5.645868 0.23 -0.92 -1.22 -1.13
C 0.891451 -3.435111 5.989088 0.14 -0.18 -0.41 0.09
C 0.255661 -4.726061 5.533278 0.44 0.10 -0.58 -1.35
C 0.547251 -5.053991 4.009628 -0.17 -0.88 1.79 1.35
N 2.004601 -5.112171 3.893128 0.60 1.01 3.17 0.41
O 2.484001 -5.876271 2.892508 0.41 -0.51 -1.48 -0.54
C 0.000491 -6.488771 3.861438 1.05 0.68 -0.32 -2.10
C -0.148269 -4.114191 3.026998 0.30 -0.10 0.61 0.63
C 4.396421 -4.305691 4.360918 -0.61 -0.76 0.52 -1.97
H 3.598761 -2.109811 3.277978 -0.04 0.06 -0.07 0.71
H 1.831601 -2.279581 3.087888 -0.08 0.10 0.65 -0.63
H 2.831131 -3.230891 2.147838 0.51 -0.20 -0.20 -0.36
H 2.987971 -4.118891 6.212458 -0.46 0.36 1.12 0.43
H 2.747771 -2.378691 5.796308 0.40 -0.12 -0.03 0.33
H 0.329641 -2.604111 5.562608 0.29 0.43 0.13 -0.42
H 0.806471 -3.440471 7.075758 -0.09 0.58 0.07 0.58
H -0.812059 -4.812471 5.734808 -0.22 0.50 -0.19 0.46
H 0.689621 -5.406631 6.265808 0.21 -1.03 -0.80 0.37
H 0.168491 -6.860911 2.850798 -0.36 -0.04 -0.03 0.33
H 0.645261 -7.070181 4.520488 -0.50 -0.40 0.12 0.51
H -1.052489 -6.457471 4.141348 0.09 -0.42 -0.04 0.45
H -1.189109 -4.415311 2.908378 -0.02 0.14 -0.16 0.80
H -0.102099 -3.093501 3.406658 -0.06 0.02 -0.35 -1.03
H 0.384951 -4.197671 2.079998 -0.28 0.21 -0.24 -0.68
H 4.938071 -4.636721 3.474848 -0.56 0.02 -0.32 0.30
H 4.496761 -5.104101 5.096158 -0.09 -0.30 -0.05 0.51
H 5.011551 -3.510451 4.781988 -0.48 0.53 -0.05 0.38
H 2.365001 -5.331681 2.110938 0.20 -0.10 -1.01 0.44
C 3.978781 -4.782141 -0.753202 1.46 -1.10 -1.14 -2.09
C 2.829721 -4.618821 -1.738402 0.67 0.00 1.03 2.35
C 3.123991 -3.298361 -2.444672 -0.93 1.43 0.36 -1.05
C 2.311001 -3.035951 -3.663062 -0.55 -0.67 -0.74 0.97
C 2.547511 -4.164191 -4.621482 -0.46 -0.78 0.52 -1.77
C 2.289261 -5.599551 -3.999042 -2.02 1.18 -1.55 1.76
N 2.946011 -5.720841 -2.734972 1.03 1.97 0.22 0.28
O 2.764801 -6.949941 -2.170892 0.36 -1.39 0.63 -0.50
C 0.759611 -5.948681 -3.887812 0.67 0.34 -0.07 -1.78
C 2.867051 -6.488181 -5.080152 0.55 -1.59 1.19 -2.19
C 1.580321 -4.592861 -0.781582 0.37 0.99 -2.70 -0.69
H 4.011771 -4.061881 0.064258 -0.15 -0.13 -0.06 0.08
H 4.865211 -4.698881 -1.382012 0.44 0.48 0.26 0.63
H 4.095361 -5.824201 -0.455542 -0.55 0.05 0.72 0.39
H 2.809111 -2.485371 -1.790442 0.45 0.04 0.70 -0.02
H 4.160471 -3.098041 -2.716112 0.27 -0.62 0.37 0.51
H 2.581151 -2.113301 -4.176702 -0.09 0.29 0.31 0.10
H 1.255951 -3.007641 -3.390692 -0.26 0.23 -0.12 -0.86
H 3.593251 -4.149901 -4.928612 0.13 -0.02 -0.07 0.42
H 1.937921 -4.013291 -5.512392 -0.05 -0.39 -0.10 0.60
H 0.209731 -5.329931 -3.178672 -0.05 0.28 -0.29 0.21
H 0.336681 -5.918001 -4.891952 -0.26 0.15 0.16 0.47
H 0.632761 -6.972371 -3.535572 -0.02 -0.20 -0.17 0.53
H 3.935501 -6.496351 -4.864662 0.34 0.51 -1.03 0.52
H 2.658401 -7.547011 -4.927042 -0.55 -0.15 0.11 0.40
H 2.483721 -6.230941 -6.067572 0.58 0.23 0.04 0.35
H 1.725911 -3.732751 -0.128052 0.25 -0.60 0.77 -0.05
H 1.483271 -5.607451 -0.395212 -0.45 0.42 0.46 0.69
H 0.762261 -4.205571 -1.388962 -0.74 -0.76 0.15 -0.57
H 1.831521 -7.169511 -2.219562 -0.49 -0.05 0.14 0.37
```
Positions in Å, forces in eV/Å.

Values from the calculation:
calculated total energy = -4409.4914 Eh
HOMO = -8.16 eV
HOMO-LUMO gap = 7.9 eV